Record 1
Here is a gas-phase ion, C35H41N4O3 (charge +1) in a non-equilibrium geometry from the Open Molecules 2025 dataset. Energies are from ωB97M-V with the def2-TZVPD basis set.

Geometry as ORCA input:
```
! RIJCOSX wB97M-V def2-TZVPD def2/J DEFGRID3
* xyz 1 1
C 4.66 0.05 -1.62
N 3.99 0.25 -0.36
C 4.27 1.32 0.44
O 5.09 2.19 0.22
C 3.38 1.22 1.67
C 2.29 2.30 1.67
C 2.90 3.68 1.78
C 2.70 4.64 0.78
C 3.41 5.84 0.81
C 4.28 6.11 1.88
C 4.40 5.20 2.93
C 3.69 4.00 2.90
N 2.91 -0.16 1.57
C 2.18 -0.77 2.55
C 1.71 -2.06 2.51
C 1.47 -2.97 3.72
C 0.24 -3.82 3.44
C -0.77 -3.88 4.40
C -1.90 -4.65 4.17
C -2.04 -5.35 2.97
N -2.99 -6.40 2.83
O -2.93 -7.10 1.79
O -3.80 -6.62 3.76
C -1.10 -5.20 1.94
C 0.04 -4.44 2.17
C 3.15 -0.76 0.25
C 1.86 -0.93 -0.58
C 3.90 -2.09 0.36
H 5.30 0.91 -1.84
H 5.28 -0.85 -1.60
H 3.93 -0.08 -2.43
H 4.00 1.31 2.57
H 1.71 2.22 0.74
H 1.59 2.11 2.51
H 2.03 4.41 -0.05
H 3.30 6.56 -0.01
H 4.85 7.05 1.90
H 5.07 5.40 3.78
H 3.77 3.27 3.71
H 1.87 -0.13 3.40
H 1.38 -2.50 1.55
H 1.35 -2.42 4.68
H -0.74 -3.20 5.26
H -2.67 -4.73 4.92
H -1.22 -5.72 1.00
H 0.70 -4.26 1.31
H 1.49 0.05 -0.90
H 2.09 -1.54 -1.46
H 1.07 -1.43 0.00
H 4.82 -1.94 0.93
H 3.27 -2.84 0.86
H 4.14 -2.44 -0.65
C 4.77 -3.37 7.35
N 3.78 -3.22 6.28
C 3.43 -4.29 5.53
C 2.49 -4.22 4.43
C 2.24 -5.57 3.76
C 2.91 -6.84 4.37
C 4.32 -6.62 4.84
C 4.37 -5.41 5.79
C 3.08 -1.98 6.25
C 3.74 -0.85 5.77
C 3.05 0.36 5.71
C 1.74 0.43 6.20
C 1.15 -0.68 6.83
C 1.85 -1.89 6.90
H 4.79 -2.44 7.92
H 4.50 -4.21 8.01
H 5.78 -3.55 6.91
H 3.05 -3.37 3.65
H 1.20 -5.93 3.68
H 2.58 -5.48 2.74
H 2.30 -7.14 5.25
H 2.85 -7.68 3.65
H 4.64 -7.49 5.45
H 5.03 -6.52 4.02
H 5.42 -5.05 5.81
H 4.08 -5.78 6.80
H 4.78 -0.95 5.40
H 3.54 1.23 5.26
H 1.18 1.35 6.11
H 0.15 -0.62 7.27
H 1.44 -2.78 7.41
*
```

## Properties
* total energy: -49050.7354 eV
* energy relative to the best compared isomer or geometry (same formula, charge and spin): 304.1 kJ/mol
* SMILES: CN1C(=O)[C@@H](Cc2ccccc2)N(/C=C/[C@@H](c2ccc([N+](=O)[O-])cc2)[C@@H]2CCCC/C2=[N+](\C)c2ccccc2)C1(C)C
* HOMO-LUMO gap: 7.27 eV
* F_max: 3.80 eV/A

***

Record 2
Here is a molecular structure, C35H42BGeN6OV in a non-equilibrium geometry from the Open Molecules 2025 dataset. Energies are from ωB97M-V with the def2-TZVPD basis set.

Geometry as ORCA input:
```
! RIJCOSX wB97M-V def2-TZVPD def2/J DEFGRID3
* xyz 0 3
V -1.00 0.38 1.05
C 0.76 4.03 1.12
C 0.10 3.22 2.20
C 0.14 3.16 3.57
C -0.87 2.22 3.92
C -1.51 2.00 5.32
N -1.50 1.80 2.82
N -0.75 2.28 1.70
B -2.93 1.13 2.68
N -3.46 1.20 1.20
N -2.68 0.54 0.14
C -2.87 1.27 -0.97
C -2.42 0.91 -2.38
C -3.74 2.33 -0.73
C -4.22 2.19 0.66
C -5.39 2.76 1.43
N -2.70 -0.36 2.97
N -1.82 -1.01 2.14
C -1.58 -2.28 2.62
C -0.92 -3.33 1.86
C -2.34 -2.34 3.83
C -3.06 -1.18 4.02
C -4.18 -0.86 4.86
H 1.72 4.47 1.50
H 0.18 4.95 0.94
H 0.86 3.45 0.21
H 0.69 3.79 4.26
H -1.58 2.99 5.77
H -0.92 1.47 6.13
H -2.53 1.50 5.25
H -3.72 1.59 3.43
H -3.32 0.99 -3.01
H -2.26 -0.13 -2.27
H -1.64 1.53 -2.78
H -3.96 3.12 -1.36
H -6.07 1.91 1.69
H -5.96 3.45 0.82
H -5.01 3.18 2.35
H -1.69 -3.85 1.23
H -0.48 -4.18 2.50
H -0.09 -2.93 1.25
H -2.39 -3.15 4.56
H -4.80 0.03 4.60
H -3.94 -0.83 5.91
H -4.82 -1.82 4.79
C -1.87 -3.83 -7.54
O -0.50 -3.46 -7.71
H -2.38 -2.89 -7.25
H -2.02 -4.69 -6.83
H -2.36 -4.13 -8.50
H 0.05 -4.29 -7.73
C 0.19 -0.29 -0.08
Ge 2.06 -0.36 -0.81
C 1.75 -0.25 -2.80
C 1.20 -1.34 -3.58
C 0.96 -1.32 -4.93
C 1.28 -0.16 -5.65
C 1.94 0.81 -4.98
C 2.08 0.86 -3.55
C 2.88 -1.92 -0.01
C 2.52 -2.38 1.30
C 3.09 -3.52 1.87
C 3.97 -4.30 1.03
C 4.35 -3.91 -0.23
C 3.83 -2.68 -0.69
C 3.55 0.89 -0.48
C 3.57 1.82 0.63
C 4.60 2.77 0.63
C 5.58 2.83 -0.37
C 5.58 1.89 -1.37
C 4.56 0.94 -1.44
H -0.18 -1.21 -0.57
H 0.98 -2.29 -3.15
H 0.38 -2.11 -5.41
H 1.31 -0.05 -6.72
H 2.21 1.79 -5.44
H 2.59 1.75 -3.17
H 1.69 -1.81 1.79
H 2.96 -3.73 2.90
H 4.32 -5.24 1.42
H 5.05 -4.41 -0.91
H 4.05 -2.39 -1.71
H 2.93 1.79 1.46
H 4.64 3.46 1.46
H 6.35 3.57 -0.28
H 6.43 1.86 -2.07
H 4.50 0.32 -2.33
*
```

## Properties
* total energy: -130840.4492 eV
* expectation value of S²: 2.0720
* energy relative to the best compared isomer or geometry (same formula, charge and spin): 356.4 kJ/mol
* HOMO-LUMO gap (alpha / beta): 6.36 / 7.29 eV
* F_max: 4.59 eV/A

***

Record 3
Here is a molecular structure, C35H42BrMnN7OSi from the Open Molecules 2025 dataset. Energies are from ωB97M-V with the def2-TZVPD basis set.

Geometry as ORCA input:
```
! RIJCOSX wB97M-V def2-TZVPD def2/J DEFGRID3
* xyz 0 6
Mn 1.36 -0.41 0.45
C -1.48 -3.65 -4.30
C -1.22 -3.17 -2.90
C -2.11 -2.31 -2.25
C -1.88 -1.85 -0.97
C -0.73 -2.23 -0.24
N -0.40 -1.74 1.00
C -1.35 -1.48 1.94
C -2.57 -2.20 2.00
C -3.52 -1.99 2.97
C -3.31 -1.07 3.99
C -4.35 -0.85 5.07
C -2.11 -0.40 4.00
C -1.15 -0.56 3.00
N 0.04 0.22 3.13
C 0.12 1.41 3.76
C 1.45 1.76 3.82
C 2.11 0.72 3.17
N 1.25 -0.20 2.74
C 0.17 -3.07 -0.92
C -0.08 -3.53 -2.21
N 1.38 -3.47 -0.28
C 1.93 -4.70 -0.26
C 3.12 -4.59 0.42
C 3.21 -3.24 0.78
N 2.15 -2.57 0.35
H -2.55 -3.75 -4.49
H -1.01 -4.62 -4.48
H -1.08 -2.95 -5.04
H -3.01 -1.98 -2.78
H -2.57 -1.16 -0.51
H -2.74 -2.96 1.25
H -4.44 -2.57 2.95
H -5.34 -1.12 4.70
H -4.37 0.20 5.38
H -4.14 -1.45 5.95
H -1.89 0.27 4.82
H -0.75 1.94 4.10
H 1.88 2.65 4.26
H 3.17 0.57 3.04
H 0.64 -4.19 -2.68
H 1.43 -5.55 -0.69
H 3.83 -5.38 0.63
H 3.99 -2.74 1.34
C 1.99 5.34 0.56
C 2.78 4.06 0.57
C 4.16 4.05 0.72
C 4.83 2.83 0.71
C 4.08 1.69 0.55
Br 4.94 -0.01 0.51
N 2.76 1.66 0.45
C 2.14 2.84 0.44
H 2.64 6.20 0.52
H 1.37 5.42 1.45
H 1.32 5.36 -0.31
H 4.72 4.97 0.86
H 5.91 2.77 0.81
H 1.06 2.78 0.34
C 3.00 -2.25 -3.50
N 2.01 -1.22 -3.80
C 1.44 -1.12 -5.14
C 1.69 -0.37 -2.80
C 0.77 0.78 -3.06
O 2.18 -0.57 -1.68
H 3.24 -2.80 -4.41
H 2.62 -2.94 -2.75
H 3.90 -1.79 -3.10
H 1.73 -2.01 -5.71
H 1.81 -0.24 -5.68
H 0.36 -1.09 -5.11
H 0.48 0.91 -4.10
H 1.26 1.68 -2.70
H -0.12 0.65 -2.43
C -3.66 2.54 1.78
Si -2.73 2.65 0.14
C -3.90 2.15 -1.26
C -2.20 4.45 -0.14
C -1.24 1.60 0.12
C -0.23 0.91 0.01
H -4.52 3.21 1.81
H -3.01 2.79 2.62
H -4.02 1.52 1.94
H -4.75 2.82 -1.33
H -4.28 1.14 -1.09
H -3.37 2.15 -2.22
H -3.05 5.12 -0.23
H -1.61 4.53 -1.06
H -1.57 4.80 0.68
*
```

## Properties
* total energy: -158696.2234 eV
* expectation value of S²: 8.7552
* energy relative to the best compared isomer or geometry (same formula, charge and spin): 49.5 kJ/mol
* HOMO-LUMO gap (alpha / beta): 6.41 / 6.50 eV
* F_max: 0.64 eV/A

***

Record 4
Here is a molecular structure, C35H42Cl2N2O3PTi in a non-equilibrium geometry from the Open Molecules 2025 dataset. Energies are from ωB97M-V with the def2-TZVPD basis set.

Geometry as ORCA input:
```
! RIJCOSX wB97M-V def2-TZVPD def2/J DEFGRID3
* xyz 0 2
O 0.90 0.09 -2.87
C -0.20 0.38 -3.43
C -0.24 1.79 -4.09
C 0.44 2.85 -3.51
H 0.90 2.69 -2.53
C 0.61 4.01 -4.26
H 1.17 4.79 -3.79
C 0.04 4.18 -5.52
H 0.01 5.16 -6.04
C -0.75 3.14 -6.02
H -1.27 3.22 -6.97
C -0.90 1.95 -5.30
H -1.41 1.08 -5.73
H -0.54 -0.39 -4.20
C -2.71 -0.81 -2.72
C -1.77 0.32 -2.23
H -3.56 -0.35 -3.32
H -3.06 -1.51 -1.89
H -2.17 -1.55 -3.34
C -2.34 1.59 -1.88
C -3.81 1.79 -1.55
H -1.78 2.51 -2.13
H -4.41 2.10 -2.42
H -3.95 2.59 -0.81
H -4.25 0.87 -1.12
Ti -1.28 0.33 -0.36
Cl 0.20 2.10 -0.16
Cl -2.72 0.43 1.15
H 4.83 1.35 -2.58
H 4.75 1.77 -0.14
C 3.73 1.36 -2.57
C 3.66 1.67 -0.11
N 3.24 0.92 -1.28
H 3.35 0.68 -3.32
C 2.56 -0.24 -1.14
O 1.92 -0.57 -0.12
H 3.37 1.13 0.81
H 2.62 -0.87 -2.03
H 3.37 2.37 -2.79
H 3.21 2.68 -0.14
H -0.71 -4.56 1.10
H 1.12 -5.41 -0.67
C -1.20 -4.23 0.18
C 0.59 -4.81 -1.42
N -0.18 -3.76 -0.76
H -1.91 -3.44 0.43
C 0.00 -2.49 -1.07
O -0.72 -1.58 -0.57
H 1.33 -4.32 -2.05
H 0.81 -2.23 -1.78
H -1.72 -5.08 -0.28
H -0.06 -5.47 -2.01
C -0.95 3.33 5.69
C -0.03 3.32 4.63
C 0.13 2.17 3.85
C -0.57 1.00 4.17
C -1.51 1.01 5.21
C -1.69 2.18 5.96
P -0.18 -0.45 3.13
C 1.33 -1.02 3.96
C 2.52 -1.06 3.23
C 3.70 -1.42 3.86
C 3.67 -1.75 5.22
C 2.47 -1.72 5.97
C 1.29 -1.34 5.33
C -1.39 -1.73 3.57
C -0.97 -3.08 3.62
C -1.89 -4.12 3.68
C -3.26 -3.84 3.65
C -3.69 -2.51 3.62
C -2.77 -1.46 3.61
H -1.04 4.22 6.31
H 0.58 4.20 4.42
H 0.83 2.19 3.00
H -2.08 0.12 5.47
H -2.39 2.16 6.81
H 2.51 -0.81 2.17
H 4.63 -1.43 3.29
H 4.58 -2.03 5.73
H 2.44 -2.00 7.04
H 0.34 -1.34 5.90
H 0.10 -3.32 3.60
H -1.56 -5.17 3.67
H -3.98 -4.66 3.67
H -4.76 -2.31 3.66
H -3.15 -0.45 3.63
*
```

## Properties
* total energy: -103548.2198 eV
* expectation value of S²: 0.7652
* energy relative to the best compared isomer or geometry (same formula, charge and spin): 0.0 kJ/mol
* HOMO-LUMO gap (alpha / beta): 7.65 / 6.78 eV
* F_max: 4.82 eV/A

***

Record 5
Here is a molecular structure, C35H42Cl5N2O4PSi2SnTe from the Open Molecules 2025 dataset. Energies are from ωB97M-V with the def2-TZVPD basis set.

Geometry as ORCA input:
```
! RIJCOSX wB97M-V def2-TZVPD def2/J DEFGRID3
* xyz 0 1
Sn -0.26 0.79 -0.66
O -1.48 1.79 1.14
C -0.40 2.30 1.57
O 0.53 2.63 0.79
C -0.22 2.34 3.07
C -0.59 3.43 3.85
C -0.52 3.33 5.23
C -0.10 2.15 5.83
C 0.28 1.07 5.05
C 0.22 1.15 3.66
P 0.68 -0.28 2.56
C 2.47 -0.30 3.01
C 3.16 -1.17 3.85
C 4.53 -1.00 4.07
C 5.22 0.04 3.46
C 4.53 0.91 2.63
C 3.18 0.74 2.40
C -0.31 -1.55 3.42
C -1.69 -1.32 3.25
C -2.62 -2.17 3.81
C -2.21 -3.27 4.56
C -0.86 -3.51 4.72
C 0.09 -2.66 4.15
H -0.92 4.34 3.38
H -0.81 4.17 5.85
H -0.08 2.07 6.91
H 0.60 0.15 5.52
H 2.66 -1.97 4.35
H 5.05 -1.68 4.73
H 6.27 0.17 3.64
H 5.05 1.74 2.16
H 2.64 1.44 1.76
H -2.01 -0.46 2.67
H -3.68 -1.97 3.68
H -2.94 -3.93 5.01
H -0.53 -4.37 5.29
H 1.13 -2.90 4.27
Cl -4.79 3.98 -6.02
C -3.75 2.99 -5.07
C -3.16 3.49 -3.91
Cl -3.45 5.11 -3.43
C -2.34 2.67 -3.15
Cl -1.61 3.26 -1.71
C -2.09 1.33 -3.47
O -1.32 0.58 -2.72
C -2.70 0.85 -4.65
Cl -2.46 -0.80 -5.08
C -3.50 1.67 -5.44
Cl -4.19 1.04 -6.88
C 1.68 -5.00 1.93
N 2.68 -4.06 1.45
C 2.34 -2.86 0.89
N 3.38 -2.16 0.33
O 1.18 -2.45 0.85
H 1.93 -5.34 2.93
H 1.60 -5.87 1.27
H 0.72 -4.49 1.95
H 3.62 -4.38 1.36
H 4.33 -2.36 0.60
H 3.17 -1.20 0.13
C -0.03 -5.55 -1.38
Si 0.86 -5.07 -2.96
C -0.37 -4.88 -4.36
C 2.11 -6.38 -3.47
C 1.77 -3.45 -2.63
Te 0.38 -1.79 -2.68
C 1.23 -0.91 -4.44
Si 2.65 0.27 -4.16
C 4.18 -0.64 -3.58
C 2.98 1.18 -5.77
C 2.22 1.58 -2.87
H -0.86 -6.22 -1.58
H -0.43 -4.66 -0.88
H 0.65 -6.05 -0.67
H -0.74 -5.85 -4.71
H 0.08 -4.36 -5.21
H -1.23 -4.28 -4.04
H 1.61 -7.33 -3.69
H 2.86 -6.56 -2.69
H 2.64 -6.07 -4.38
H 2.55 -3.26 -3.36
H 2.24 -3.47 -1.64
H 0.40 -0.39 -4.92
H 1.52 -1.74 -5.08
H 4.57 -1.31 -4.35
H 3.95 -1.24 -2.69
H 4.97 0.07 -3.32
H 3.19 0.49 -6.59
H 3.83 1.86 -5.68
H 2.10 1.77 -6.06
H 2.29 1.18 -1.85
H 1.21 1.97 -3.03
H 2.91 2.42 -2.94
*
```

## Properties
* total energy: -148931.6644 eV
* energy relative to the best compared isomer or geometry (same formula, charge and spin): 228.7 kJ/mol
* HOMO-LUMO gap: 7.08 eV
* F_max: 0.68 eV/A

***

> Among the records above, which one has the highest energy relative to the best compared isomer or geometry (same formula, charge and spin)?

C35H42BGeN6OV